Entry 1:
{"formula": "CO5S2", "method": "wB97M-V/def2-TZVPD", "elements": ["C", "O", "O", "O", "O", "O", "S", "S"], "coordinates": [[1.232987, -0.821402, 0.346854], [-4.673650, -0.951067, -0.461018], [3.477682, 0.557252, 1.199445], [0.247978, -0.203973, 0.021803], [-4.610569, 1.345792, 0.490077], [4.071897, -1.048786, -0.631948], [-3.814118, 0.146510, 0.083202], [3.251480, 0.046990, -0.179165]], "forces_ev_per_a": [[-4.4, 1.8, -1.0], [-0.3, -0.5, -0.2], [0.4, -0.3, 0.0], [4.1, -2.3, 1.2], [-0.3, 0.6, 0.2], [1.5, -2.0, -0.3], [0.4, -0.1, 0.0], [-1.2, 2.8, 0.2]], "mulliken_charge": [-0.05, -0.57, -0.56, -0.21, -0.57, -0.54, 0.14, 0.35], "lumo_energy_ha": [0.208, 0.205], "spin_multiplicity": 1, "charge": -2, "fmax_ev_per_a": 4.9}

***

Entry 2:
{"formula": "C5H7N", "method": "wB97M-V/def2-TZVPD", "elements": ["C", "C", "C", "C", "N", "C", "H", "H", "H", "H", "H", "H", "H"], "coordinates": [[1.022532, -0.749429, 1.030837], [0.121287, 0.871304, -0.723203], [0.521849, -0.562541, -0.370520], [-0.915968, -0.471747, -0.551824], [-1.644842, 0.171630, 0.523460], [-1.057157, 1.238661, 0.019477], [2.014808, -0.309208, 1.155619], [1.042873, -1.797944, 1.323242], [0.666511, 1.511855, -1.416966], [1.015471, -1.039755, -1.218563], [-1.532921, -0.832697, -1.368284], [0.268824, -0.248281, 1.643603], [-1.523262, 2.218147, -0.046878]], "forces_ev_per_a": [[0.1, -0.2, 0.1], [-0.3, 0.2, -0.3], [0.0, -0.2, 0.1], [0.0, -0.4, -0.4], [0.0, 0.4, -0.4], [-0.4, 0.3, 0.2], [-0.2, 0.0, 0.1], [0.1, -0.1, 0.0], [-0.6, -0.5, -0.3], [0.1, 0.1, 0.3], [0.4, 0.2, -0.2], [0.4, -0.1, 0.3], [0.1, 0.3, 0.4]], "mulliken_charge": [-1.16, -0.49, 0.28, -0.16, -0.70, -0.17, 0.31, 0.33, 0.38, 0.37, 0.33, 0.30, 0.37], "lumo_energy_ha": 0.040, "spin_multiplicity": 1, "fmax_ev_per_a": 0.8}

***

Entry 3:
{"formula": "C27H42BrIN2O13P2S", "method": "wB97M-V/def2-TZVPD", "elements": ["N", "P", "O", "C", "C", "C", "C", "O", "Br", "C", "C", "C", "C", "P", "O", "I", "C", "O", "C", "C", "C", "C", "S", "C", "O", "N", "O", "C", "O", "H", "H", "H", "H", "H", "H", "H", "H", "H", "H", "H", "H", "H", "H", "C", "O", "C", "C", "O", "C", "C", "O", "C", "H", "H", "H", "H", "H", "H", "H", "H", "H", "H", "H", "H", "H", "H", "C", "O", "C", "C", "O", "C", "C", "O", "C", "H", "H", "H", "H", "H", "H", "H", "H", "H", "H", "H", "H", "H", "H"], "coordinates": [[-1.877835, 0.025112, 1.002837], [-0.682014, -0.259713, -0.238106], [-1.629768, -0.537777, -1.565676], [-0.079358, -1.979980, 0.085531], [-0.922185, -3.096013, 0.221140], [-2.423277, -3.025821, 0.067376], [-2.836852, -3.016426, -1.395954], [-2.251754, -3.530326, -2.282290], [-4.545366, -2.125005, -1.708140], [-0.380681, -4.337783, 0.489540], [0.989600, -4.493000, 0.588685], [1.843270, -3.407959, 0.411519], [1.322160, -2.120603, 0.179697], [2.329350, -0.549854, 0.060779], [3.654659, -0.944825, 0.950128], [3.019240, -0.714015, -2.291488], [3.312218, -3.730871, 0.493741], [4.146652, -3.238966, -0.226803], [3.696275, -4.764122, 1.507723], [4.975645, -4.618378, 2.274279], [4.687323, -4.165634, 3.719200], [3.723184, -2.971670, 3.824502], [2.040266, -3.466979, 4.341108], [2.845992, -5.779677, 1.672197], [3.084559, -6.810362, 2.539574], [3.871258, -7.871776, 1.872193], [4.487672, -8.447715, 2.647474], [1.574358, -5.833457, 0.897211], [1.071050, -6.868751, 0.541006], [-1.734735, -0.628513, 1.766727], [-2.803294, -0.115675, 0.605343], [-2.164245, 0.251500, -1.722181], [-2.868881, -3.935460, 0.473628], [-2.867536, -2.158942, 0.541187], [-1.016634, -5.207565, 0.596570], [4.406622, -1.152804, 0.378241], [5.647742, -3.920407, 1.777615], [5.474602, -5.587391, 2.322911], [4.300190, -5.027977, 4.262439], [5.626886, -3.890259, 4.200796], [4.066040, -2.320163, 4.625082], [3.676326, -2.399474, 2.901456], [1.332591, -3.093245, 3.267613], [0.260248, 0.462067, -4.482738], [0.377943, 1.704056, -5.141447], [1.560460, 2.399137, -4.788466], [2.001632, 3.320614, -5.901799], [2.626153, 2.657364, -6.989017], [1.793177, 1.944022, -7.888255], [0.976691, 2.821378, -8.809206], [-0.158694, 3.342395, -8.141533], [-0.664341, 4.499537, -8.763523], [0.190554, 0.590048, -3.397335], [-0.650957, -0.013201, -4.842818], [1.109712, -0.188278, -4.715573], [2.368391, 1.692364, -4.566438], [1.364833, 2.998775, -3.888018], [2.773171, 3.977051, -5.492975], [1.173993, 3.948613, -6.238809], [1.151540, 1.234831, -7.361157], [2.483318, 1.371930, -8.511988], [0.638603, 2.219839, -9.664847], [1.607251, 3.638908, -9.180319], [0.094422, 5.290080, -8.805286], [-1.503996, 4.852346, -8.167976], [-1.015382, 4.287264, -9.780586], [-0.953201, 2.130839, 3.583122], [-1.963459, 3.102484, 3.729744], [-3.025799, 2.940894, 2.807662], [-4.316056, 3.497240, 3.363308], [-4.934623, 2.666308, 4.333157], [-4.368665, 2.642467, 5.633526], [-4.622089, 3.891661, 6.445828], [-3.743294, 4.933208, 6.061445], [-4.229080, 6.206378, 6.415808], [-0.473558, 2.195945, 2.600382], [-0.211610, 2.317964, 4.357840], [-1.355819, 1.120226, 3.719433], [-3.162506, 1.881930, 2.565969], [-2.776216, 3.479460, 1.882327], [-5.030750, 3.544113, 2.538226], [-4.174606, 4.512859, 3.738915], [-3.301223, 2.414172, 5.600230], [-4.872608, 1.816937, 6.140827], [-4.457437, 3.663431, 7.508444], [-5.664945, 4.204256, 6.310094], [-5.204135, 6.400499, 5.953326], [-3.516237, 6.942917, 6.050702], [-4.322122, 6.311395, 7.503387]], "forces_ev_per_a": [[0.3, -0.5, -0.5], [0.4, 0.7, 0.0], [-0.3, -0.2, 0.4], [-0.1, 0.0, -0.1], [-0.1, 0.0, 0.1], [0.0, 0.2, -0.4], [0.5, -0.3, -0.2], [-0.2, 0.2, 0.2], [-0.2, 0.0, 0.0], [0.1, -0.2, -0.2], [0.1, 0.2, -0.1], [0.1, 0.2, 0.1], [-0.1, -0.4, -0.3], [-0.2, 0.2, 0.5], [0.1, 0.3, -0.4], [0.1, -0.1, 0.2], [-0.1, -0.1, 0.1], [0.1, 0.0, 0.0], [-0.1, -0.1, 0.0], [0.1, -0.2, 0.2], [0.0, 0.0, -0.2], [0.0, -0.3, 0.4], [-0.2, 0.0, 0.0], [-0.2, -0.1, -0.1], [0.2, 0.2, 0.1], [0.3, 0.1, -0.3], [-0.2, -0.2, 0.1], [0.1, 0.0, -0.1], [-0.2, 0.0, 0.3], [-0.2, 0.2, 0.2], [-0.1, 0.0, 0.3], [0.1, 0.0, -0.4], [-0.1, 0.1, 0.1], [0.0, -0.2, 0.2], [0.0, 0.0, 0.0], [0.1, -0.3, 0.2], [-0.1, 0.0, -0.1], [0.1, 0.1, -0.1], [-0.1, 0.1, 0.1], [0.1, -0.1, -0.1], [0.0, 0.2, -0.1], [0.0, 0.1, 0.0], [0.1, 0.1, -0.1], [-0.2, 0.2, -0.1], [0.1, -0.1, -0.2], [-0.2, 0.0, 0.0], [0.1, 0.1, 0.0], [0.0, 0.0, 0.0], [0.1, -0.1, 0.0], [-0.2, 0.0, 0.0], [0.1, 0.1, 0.1], [-0.1, -0.1, 0.0], [0.1, -0.1, 0.0], [0.0, 0.0, 0.0], [0.0, 0.0, 0.0], [0.0, 0.0, 0.0], [0.1, 0.0, 0.0], [0.0, 0.0, 0.0], [-0.1, -0.1, 0.0], [-0.1, 0.1, 0.0], [0.0, 0.0, 0.0], [0.1, 0.0, -0.1], [0.0, 0.0, 0.0], [0.0, 0.0, 0.0], [0.0, 0.0, 0.0], [0.0, 0.0, 0.0], [0.0, 0.2, 0.0], [-0.1, -0.1, 0.2], [0.1, 0.1, 0.0], [-0.1, 0.1, -0.1], [0.0, 0.0, 0.0], [0.0, -0.1, 0.0], [0.2, 0.1, 0.1], [-0.1, 0.0, -0.2], [0.1, 0.0, 0.0], [0.0, -0.1, 0.0], [0.0, 0.0, 0.0], [0.0, 0.0, -0.1], [0.0, 0.0, 0.0], [-0.1, -0.1, -0.1], [0.0, 0.0, 0.0], [0.1, 0.0, 0.1], [0.0, 0.1, 0.0], [0.0, 0.0, 0.0], [-0.1, 0.0, 0.0], [0.0, 0.0, 0.0], [0.0, 0.0, 0.0], [0.0, 0.0, 0.0], [0.0, 0.0, 0.0]], "mulliken_charge": [-0.50, 0.29, -0.48, 0.97, 1.17, -1.83, 0.73, -0.45, -0.20, -0.96, 0.13, 0.82, -0.24, 0.10, -0.46, -0.07, -0.33, -0.56, 0.56, -1.50, -0.70, -0.27, -0.20, 0.75, -0.38, 0.20, -0.29, -0.43, -0.55, 0.31, 0.31, 0.28, 0.51, 0.40, 0.53, 0.32, 0.32, 0.43, 0.34, 0.45, 0.41, 0.02, 0.06, -0.55, -0.31, -0.26, -0.50, -0.45, -0.35, -0.59, -0.24, -0.78, 0.19, 0.28, 0.25, 0.14, 0.38, 0.41, 0.20, 0.14, 0.40, 0.42, 0.35, 0.33, 0.23, 0.32, -0.64, -0.32, -0.27, -0.49, -0.46, -0.36, -0.59, -0.26, -0.78, 0.27, 0.33, 0.20, 0.12, 0.42, 0.42, 0.17, 0.16, 0.40, 0.42, 0.35, 0.33, 0.23, 0.32], "lumo_energy_ha": -0.055, "smiles": "NP(O)c1c(CC(=O)Br)cc2c(c1P(O)I)C(=O)C(CCCS)=C(ON=O)C2=O.COCCOCCOC.COCCOCCOC", "spin_multiplicity": 1, "fmax_ev_per_a": 0.8}

***

Entry 4:
{"formula": "C30H38BBrF4MgN2OS2", "method": "wB97M-V/def2-TZVPD", "elements": ["Mg", "C", "N", "C", "C", "N", "C", "C", "C", "C", "C", "C", "C", "S", "C", "C", "C", "C", "C", "C", "S", "H", "H", "H", "H", "H", "H", "H", "H", "H", "H", "H", "H", "H", "H", "H", "H", "H", "H", "C", "C", "C", "C", "C", "C", "C", "Br", "C", "O", "C", "C", "C", "C", "C", "C", "H", "H", "H", "H", "H", "H", "H", "H", "H", "H", "H", "H", "H", "H", "H", "H", "H", "H", "H", "H", "F", "B", "F", "F", "F"], "coordinates": [[-0.051302, 1.760797, 0.030109], [-0.897001, -0.837888, -1.873109], [-0.269091, 0.450010, -2.120590], [-1.212052, 1.385003, -2.711499], [-0.706920, 2.822046, -2.622524], [-0.789768, 3.352139, -1.271837], [-2.157916, 3.748656, -0.942364], [0.053503, 4.502912, -1.065070], [0.183971, 5.470250, -2.049793], [0.914027, 6.630462, -1.849781], [1.515777, 6.842672, -0.619131], [1.401224, 5.893771, 0.368671], [0.676539, 4.703359, 0.185453], [0.586912, 3.606002, 1.500260], [0.908221, 0.305300, -2.943338], [0.849334, -0.375208, -4.151132], [1.966354, -0.550035, -4.951789], [3.176415, -0.005431, -4.546032], [3.248855, 0.686137, -3.361377], [2.129356, 0.875767, -2.528755], [2.316779, 1.822570, -1.116556], [-1.298472, -1.298858, -2.787155], [-1.723388, -0.709279, -1.179738], [-0.174124, -1.516705, -1.420471], [-2.162962, 1.294098, -2.180232], [-1.391978, 1.141301, -3.777461], [-1.304758, 3.420109, -3.336029], [0.341920, 2.838771, -2.938334], [-2.576440, 4.424582, -1.707078], [-2.171284, 4.266401, 0.014777], [-2.813129, 2.885807, -0.845547], [-0.304634, 5.329304, -3.005604], [0.994367, 7.368264, -2.639028], [2.074355, 7.755125, -0.438058], [1.873414, 6.048371, 1.328009], [-0.091373, -0.786904, -4.496436], [1.884882, -1.096398, -5.882711], [4.061021, -0.126472, -5.163963], [4.174121, 1.139176, -3.036656], [-1.994826, -5.636735, 0.954924], [-1.470331, -5.103820, 2.298264], [-0.330220, -6.012712, 2.769144], [-2.585331, -5.187969, 3.351574], [-1.024866, -3.662141, 2.083767], [-1.955179, -2.683911, 1.763517], [-1.538147, -1.409789, 1.447399], [-2.881464, -0.093602, 1.040750], [-0.186540, -0.998280, 1.377255], [0.127714, 0.170024, 0.948533], [0.752508, -1.990424, 1.804174], [0.305692, -3.258999, 2.126829], [2.236584, -1.653440, 1.892196], [2.775778, -1.393835, 0.482673], [2.414439, -0.392752, 2.745496], [3.070476, -2.787563, 2.509515], [-2.391091, -6.646493, 1.061618], [-1.192387, -5.651701, 0.220174], [-2.781891, -4.992435, 0.573940], [-0.707647, -7.024980, 2.911923], [0.074166, -5.663516, 3.716116], [0.473375, -6.050977, 2.038631], [-2.827916, -6.232690, 3.552031], [-3.489196, -4.687616, 3.018106], [-2.264337, -4.722745, 4.281119], [-3.014259, -2.887438, 1.757652], [1.034181, -3.982298, 2.443680], [2.254728, -0.550821, 0.039064], [2.639523, -2.271395, -0.150817], [3.837476, -1.155197, 0.525183], [1.845052, 0.426776, 2.311106], [3.463051, -0.099592, 2.777619], [2.061343, -0.566359, 3.762015], [3.047315, -3.677282, 1.880564], [2.720284, -3.051224, 3.506846], [4.106758, -2.462150, 2.588850], [-2.754831, 3.031761, 1.871885], [-3.962142, 3.711248, 1.952640], [-4.733459, 3.405961, 0.827133], [-3.733786, 5.081882, 1.969464], [-4.655352, 3.349246, 3.099348]], "forces_ev_per_a": [[1.0, 0.4, -0.4], [-0.2, -0.3, 0.1], [-0.1, 0.1, 0.2], [-0.2, 0.3, -0.4], [0.0, -0.3, -0.9], [0.0, -0.1, 0.0], [-0.8, 0.2, 0.2], [0.6, 0.7, 0.2], [-0.1, 0.0, -0.2], [-0.1, 0.1, -0.1], [0.1, 0.2, -0.1], [0.0, 0.0, -0.1], [0.1, 0.3, -0.1], [-0.2, -0.6, 0.5], [0.6, 0.1, 0.0], [-0.1, -0.1, -0.1], [-0.2, -0.1, -0.2], [0.1, -0.1, -0.1], [0.0, 0.0, -0.1], [0.0, 0.0, -0.2], [-0.2, 0.5, 0.6], [0.0, 0.0, 0.0], [0.0, 0.0, 0.0], [0.0, 0.0, 0.0], [0.0, 0.0, 0.0], [-0.1, 0.0, 0.2], [0.2, 0.0, 0.2], [-0.2, 0.1, 0.0], [0.2, -0.1, 0.0], [0.0, -0.1, 0.0], [-0.1, 0.0, 0.0], [0.0, 0.0, 0.0], [0.0, 0.0, 0.0], [0.0, 0.0, 0.0], [0.0, 0.0, 0.1], [-0.1, 0.0, 0.1], [0.0, 0.0, 0.0], [0.0, 0.0, 0.0], [0.1, 0.0, 0.0], [0.1, 0.0, 0.2], [0.0, -0.1, 0.0], [-0.2, 0.2, -0.1], [0.2, 0.0, -0.1], [0.0, 0.0, 0.1], [0.1, 0.1, 0.0], [-0.4, 0.3, -0.1], [0.3, -0.1, 0.2], [-0.4, -0.5, 0.1], [0.2, -0.7, 0.5], [0.0, 0.3, 0.0], [-0.2, -0.2, 0.1], [0.2, 0.0, 0.0], [-0.2, 0.0, 0.1], [-0.1, 0.0, -0.1], [-0.2, 0.2, -0.1], [-0.1, -0.2, 0.0], [0.1, 0.0, -0.1], [-0.1, 0.1, -0.1], [0.0, -0.1, 0.0], [0.1, 0.0, 0.1], [0.1, 0.0, -0.1], [-0.1, -0.1, 0.0], [-0.1, 0.1, 0.0], [0.0, 0.0, 0.1], [-0.2, -0.1, 0.0], [0.2, -0.1, 0.0], [0.1, 0.0, -0.1], [0.0, -0.1, 0.0], [0.2, 0.1, 0.0], [0.1, 0.0, 0.1], [0.1, 0.0, 0.0], [0.0, 0.0, 0.1], [0.0, -0.1, 0.0], [0.0, 0.0, 0.1], [0.1, 0.1, 0.0], [0.5, -0.4, 0.1], [-0.1, 0.1, 0.1], [-0.5, -0.3, -0.7], [0.2, 0.9, 0.0], [-0.4, -0.3, 0.7]], "mulliken_charge": [0.90, -1.36, 1.60, -1.13, -1.22, 1.30, -1.51, -0.63, -0.31, -0.99, -0.46, -0.74, 0.94, -0.65, -1.08, -0.48, -0.91, -0.53, -0.82, 1.08, -0.41, 0.45, 0.08, 0.33, 0.58, 0.35, 0.45, 0.64, 0.20, 0.45, 0.39, 0.27, 0.36, 0.34, 0.39, 0.27, 0.36, 0.35, 0.42, -1.71, 2.28, -2.20, -1.81, -0.51, -0.12, -0.23, -0.16, 0.76, 0.20, -1.13, -0.19, 2.73, -1.31, -1.81, -2.54, 0.44, 0.36, 0.35, 0.46, 0.42, 0.38, 0.48, 0.31, 0.38, 0.40, 0.53, -0.22, 0.29, 0.54, 0.18, 0.46, 0.37, 0.41, 0.41, 0.48, -0.10, 0.41, -0.44, -0.41, -0.40], "lumo_energy_ha": 0.145, "spin_multiplicity": 1, "charge": -2, "fmax_ev_per_a": 1.1}